270
Properties=species:S:1:pos:R:3:forces:R:3 method="wB97M-V/def2-TZVPD" relative_energy_kj_mol=327.6 gap_ev=7.93 fmax_ev_per_a=3.64 homo_ev=-7.6 e_lumo_ev=0.3 e_tot_ha=-4364.53652
C -2.854 4.521 1.954 -0.6 -0.2 1.0
C -4.235 4.002 2.332 1.2 -1.3 -1.2
C -4.125 2.587 2.942 -1.1 0.3 -0.5
O -4.914 4.847 3.194 -0.6 0.7 0.5
H -2.456 3.781 1.260 0.2 0.3 -0.2
H -2.229 4.548 2.848 0.2 0.3 -0.1
H -3.022 5.502 1.510 0.6 0.0 -0.1
H -4.707 4.038 1.345 -0.6 -0.6 0.1
H -3.982 2.699 4.017 0.7 -0.1 -0.1
H -3.414 1.958 2.407 0.3 0.2 0.3
H -5.065 2.030 2.889 -0.3 0.1 -0.2
H -5.832 4.577 3.095 -0.2 0.3 0.4
C -5.667 -1.579 3.567 0.6 0.2 -0.3
C -6.128 -2.749 4.406 1.5 1.1 2.8
C -7.181 -3.607 3.819 -0.8 0.8 -1.2
O -4.952 -3.456 4.788 0.7 -0.7 -0.5
H -5.154 -1.972 2.686 -0.9 0.3 -0.7
H -4.856 -0.956 3.955 0.1 -0.6 1.0
H -6.446 -0.817 3.514 -0.3 -0.4 -1.0
H -6.395 -2.260 5.350 -1.0 -0.2 0.1
H -6.817 -3.837 2.815 -0.4 -0.4 -0.1
H -8.054 -2.953 3.746 -0.2 -0.1 -0.4
H -7.570 -4.501 4.304 0.7 0.0 0.5
H -5.190 -4.332 5.102 -0.1 0.0 0.0
C -8.572 -0.629 -1.819 -0.3 0.4 1.3
C -7.229 -0.071 -1.288 -0.7 -0.5 0.0
C -6.751 -0.660 0.024 0.2 -0.1 0.3
O -6.199 -0.231 -2.251 0.3 0.6 -0.6
H -8.906 -0.055 -2.682 0.2 -0.5 -0.3
H -9.363 -0.480 -1.078 0.1 0.5 0.3
H -8.650 -1.715 -1.890 0.6 0.0 -0.7
H -7.361 1.006 -1.181 0.2 0.1 -0.1
H -5.740 -0.334 0.275 0.1 0.2 -0.3
H -6.698 -1.747 -0.067 -0.2 -0.1 0.2
H -7.335 -0.375 0.899 -0.4 -0.2 -0.2
H -5.919 -1.145 -2.351 -0.2 -0.2 0.2
C 6.569 -2.147 -3.880 0.1 -0.4 -0.5
C 5.020 -2.066 -3.698 3.2 1.1 1.3
C 4.660 -2.696 -2.377 -2.0 -0.8 -0.4
O 4.779 -0.652 -3.573 -1.1 0.2 -1.0
H 6.884 -3.102 -4.305 -0.1 0.0 -0.2
H 7.178 -2.040 -2.980 -0.6 0.0 0.5
H 6.918 -1.331 -4.513 -0.2 -0.2 -0.4
H 4.554 -2.498 -4.581 -0.4 0.4 0.1
H 4.577 -1.926 -1.611 0.8 -0.2 0.3
H 5.235 -3.588 -2.134 0.3 0.3 0.3
H 3.617 -3.021 -2.427 -0.1 -0.2 0.0
H 5.029 -0.367 -2.691 0.1 -0.2 0.1
C -1.636 0.669 4.326 0.1 -0.4 -0.4
C -1.118 -0.582 5.115 -0.7 0.2 -0.8
C -2.052 -1.798 5.265 -0.1 0.8 0.6
O 0.086 -1.010 4.448 0.2 0.0 0.1
H -2.665 0.755 3.976 -0.3 -0.8 0.7
H -1.113 0.671 3.367 0.4 0.2 0.1
H -1.470 1.622 4.829 0.4 -0.1 0.1
H -0.810 -0.284 6.118 -0.3 0.2 0.1
H -2.275 -2.402 4.387 0.4 0.3 -0.2
H -3.020 -1.465 5.645 0.0 0.0 0.1
H -1.610 -2.420 6.045 -0.1 -0.3 -0.1
H 0.765 -1.066 5.125 0.2 -0.2 -0.2
C -3.841 5.870 -4.279 0.6 -1.4 1.4
C -3.397 4.694 -3.363 0.8 -0.6 -0.4
C -2.203 5.033 -2.434 -0.7 0.2 -1.0
O -4.490 4.118 -2.694 -0.8 0.9 0.7
H -4.762 5.526 -4.745 0.0 0.5 -0.2
H -3.033 6.043 -4.990 -0.2 0.2 -0.2
H -3.967 6.728 -3.619 -0.3 0.2 -0.4
H -3.038 3.855 -3.967 0.4 0.4 -0.6
H -2.472 5.794 -1.701 0.0 -0.2 0.2
H -1.438 5.459 -3.086 0.3 0.0 0.1
H -1.813 4.112 -2.003 0.0 0.2 0.3
H -4.407 3.158 -2.767 0.2 -0.1 0.2
C -3.069 -0.434 -3.877 0.2 0.5 -0.5
C -3.580 0.967 -4.038 -1.6 -0.4 -1.0
C -4.766 1.009 -5.038 -0.3 1.0 -0.4
O -3.910 1.450 -2.748 0.1 0.9 0.1
H -2.130 -0.312 -3.340 0.0 -0.8 0.1
H -2.931 -0.835 -4.882 0.3 -0.4 0.2
H -3.826 -1.004 -3.340 0.3 -0.2 0.1
H -2.807 1.594 -4.484 0.1 0.2 0.4
H -5.690 0.464 -4.841 0.5 -0.7 0.6
H -4.437 0.755 -6.047 0.2 -0.3 0.1
H -5.176 2.012 -5.182 0.4 0.4 0.3
H -4.785 1.118 -2.506 -0.2 -0.5 0.0
C 0.244 -5.600 4.320 -0.6 -0.5 1.4
C 0.501 -5.727 2.848 0.7 -0.5 -0.1
C -0.677 -5.733 1.935 -0.9 -0.9 0.4
O 1.383 -4.740 2.407 0.9 0.9 -0.4
H 1.140 -5.810 4.906 0.2 0.1 -0.3
H -0.467 -6.357 4.660 -0.1 -0.2 -0.2
H -0.163 -4.673 4.727 0.0 0.4 -0.7
H 1.031 -6.674 2.714 0.0 -0.1 0.0
H -1.291 -6.557 2.306 -0.6 0.2 -0.2
H -0.420 -5.996 0.909 0.2 0.2 0.0
H -1.216 -4.785 1.970 -0.2 0.0 0.0
H 0.829 -4.072 1.996 0.2 0.7 -0.2
C 1.517 -4.914 -1.447 0.0 -0.4 0.0
C 1.782 -5.649 -2.779 -0.8 -1.3 2.4
C 2.527 -6.963 -2.480 1.0 1.0 0.9
O 0.497 -6.035 -3.287 0.6 0.8 -0.9
H 1.008 -3.960 -1.587 0.6 0.3 -0.1
H 2.461 -4.893 -0.902 0.0 0.8 0.0
H 0.855 -5.418 -0.741 -0.1 -0.6 -0.4
H 2.410 -4.979 -3.371 -0.4 -0.1 -0.7
H 3.328 -6.715 -1.778 0.4 0.0 -0.2
H 3.006 -7.430 -3.340 -0.4 -0.2 -0.1
H 1.932 -7.633 -1.861 -0.4 -0.2 -0.6
H 0.717 -6.447 -4.129 -0.5 -0.1 -0.2
C 5.645 -2.725 3.683 -1.1 0.9 -0.6
C 4.303 -2.990 2.942 2.4 0.8 -1.3
C 4.495 -2.628 1.408 0.4 -0.7 0.8
O 4.095 -4.367 3.090 -1.0 0.4 -0.1
H 6.483 -3.307 3.304 -0.2 -0.2 0.0
H 5.497 -2.876 4.751 0.2 -0.2 0.0
H 5.839 -1.670 3.479 0.4 0.1 0.3
H 3.564 -2.285 3.331 -0.5 -0.5 0.5
H 3.627 -2.636 0.746 -0.4 -0.2 0.5
H 5.165 -3.422 1.073 0.1 0.1 -0.4
H 4.974 -1.663 1.237 0.1 0.1 0.3
H 3.252 -4.499 2.637 -0.4 -0.7 0.2
C -4.010 -8.504 -3.038 0.5 -1.1 -0.5
C -4.347 -7.795 -1.711 -0.5 -2.0 -0.5
C -3.126 -6.998 -1.148 -1.2 0.4 -0.5
C -3.012 -5.604 -1.788 0.5 -0.6 0.9
C -4.362 -4.894 -1.813 2.2 -0.5 -0.3
C -5.425 -5.682 -2.524 -1.7 0.8 0.1
N -5.579 -6.990 -1.809 1.0 2.6 0.7
O -6.782 -7.636 -2.209 0.9 -0.2 -0.1
C -6.688 -4.803 -2.226 -0.1 -1.5 -0.1
C -5.208 -5.795 -4.040 0.1 0.2 -0.7
C -4.638 -8.920 -0.676 -0.3 0.9 0.4
H -3.135 -8.163 -3.595 0.0 0.5 0.1
H -4.817 -8.626 -3.760 -0.3 0.5 0.2
H -3.779 -9.546 -2.807 0.2 0.0 0.1
H -3.262 -6.916 -0.068 0.0 0.1 0.1
H -2.234 -7.598 -1.324 0.0 0.0 0.0
H -2.504 -5.721 -2.746 -0.3 0.3 -0.2
H -2.363 -4.988 -1.165 0.3 -0.1 -0.1
H -4.136 -3.934 -2.282 -0.6 0.2 -0.2
H -4.644 -4.711 -0.775 -0.2 0.0 0.0
H -6.573 -3.732 -2.385 0.3 -0.1 -0.5
H -7.491 -5.223 -2.832 -0.4 0.4 0.2
H -6.890 -4.918 -1.159 -0.3 -0.1 0.0
H -5.642 -4.992 -4.641 0.2 0.7 0.6
H -4.141 -5.825 -4.259 0.0 -0.2 -0.2
H -5.712 -6.606 -4.568 0.2 -0.6 0.7
H -4.876 -8.359 0.230 0.0 -0.4 0.3
H -3.785 -9.570 -0.487 0.2 0.2 -0.1
H -5.493 -9.561 -0.895 0.0 0.2 -0.4
H -7.328 -7.389 -1.458 -0.3 -0.3 -0.1
C 3.370 4.780 0.464 -1.1 -0.2 -0.9
C 2.267 5.905 0.678 0.1 -1.2 2.0
C 2.897 6.908 1.703 -0.9 1.5 0.2
C 2.163 8.312 1.676 1.4 -1.1 -0.3
C 2.189 8.894 0.262 -0.4 -1.6 1.7
C 1.385 7.958 -0.670 0.9 1.1 -0.3
N 1.820 6.553 -0.579 1.6 0.3 0.4
O 0.985 5.761 -1.410 0.5 0.0 1.1
C -0.114 8.132 -0.468 -0.2 0.4 -0.1
C 1.833 8.455 -2.053 -1.4 -0.9 -1.0
C 1.056 5.232 1.468 1.0 -0.4 -1.0
H 3.129 4.244 -0.457 0.2 0.3 -0.3
H 3.355 3.942 1.165 -0.4 0.4 0.7
H 4.404 5.120 0.454 -0.2 0.4 -0.3
H 2.781 6.567 2.733 -0.3 -0.6 -0.1
H 3.984 6.984 1.651 0.0 0.3 -0.8
H 2.620 9.045 2.342 0.1 -0.3 0.3
H 1.145 8.138 2.026 -0.1 0.2 -0.1
H 3.210 8.936 -0.117 0.1 0.2 0.2
H 1.795 9.896 0.431 -0.3 0.1 -1.1
H -0.672 7.704 -1.301 0.0 -0.1 0.1
H -0.491 7.721 0.469 0.1 -0.2 0.0
H -0.341 9.199 -0.431 -0.1 0.0 -0.1
H 1.841 9.542 -2.109 0.1 0.0 -0.1
H 2.761 7.988 -2.382 0.3 0.4 0.5
H 1.118 8.054 -2.777 -0.1 0.3 -0.3
H 0.561 4.496 0.829 -0.6 0.5 -0.3
H 0.407 6.001 1.884 -0.3 -0.3 0.0
H 1.411 4.529 2.223 0.3 0.6 0.5
H 0.259 5.561 -0.806 -0.5 -0.3 -0.4
C 4.319 3.299 -3.184 1.4 -1.7 0.5
C 3.227 3.390 -4.220 -0.9 1.1 -0.6
C 3.153 4.813 -4.794 -0.4 0.4 0.2
C 4.234 5.166 -5.772 0.6 -0.6 -2.0
C 4.293 4.158 -6.965 0.5 0.3 1.6
C 4.256 2.661 -6.527 0.2 0.3 0.0
N 3.329 2.480 -5.401 -1.6 1.6 0.4
O 3.055 1.181 -5.022 0.3 -0.7 -0.4
C 3.834 1.877 -7.782 -1.3 -0.1 -0.1
C 5.625 2.162 -6.103 1.2 -0.4 -0.3
C 1.942 3.069 -3.374 1.1 -0.1 0.3
H 5.293 3.756 -3.360 -0.2 0.4 -0.4
H 4.547 2.230 -3.110 0.2 -0.2 0.1
H 4.015 3.532 -2.164 -0.2 0.5 -0.3
H 2.190 4.897 -5.301 -0.1 0.1 -0.1
H 3.168 5.588 -4.026 -0.2 -0.3 0.5
H 5.255 5.304 -5.414 -0.2 -0.2 0.7
H 4.031 6.081 -6.332 -0.2 0.4 0.6
H 5.263 4.358 -7.423 -0.1 -0.3 -0.4
H 3.511 4.498 -7.642 -0.2 -0.8 -0.2
H 3.563 0.825 -7.690 0.7 -0.2 0.6
H 2.880 2.263 -8.150 0.1 0.5 0.0
H 4.567 2.005 -8.578 0.1 0.0 0.1
H 6.314 2.044 -6.942 -0.2 0.0 -0.3
H 6.218 2.757 -5.406 -0.6 0.3 0.3
H 5.513 1.162 -5.680 0.1 0.0 0.1
H 1.963 3.726 -2.502 -0.3 0.5 -0.4
H 2.140 2.110 -2.891 -0.5 -0.4 -0.4
H 0.961 3.111 -3.842 0.2 -0.1 -0.3
H 3.834 0.826 -4.570 0.1 -0.3 0.1
C 5.961 0.542 8.260 0.2 -1.0 0.5
C 5.209 0.744 6.939 -1.2 -0.6 -0.5
C 3.944 1.633 7.312 1.0 -0.2 -0.9
C 3.262 2.214 6.087 1.4 0.3 -0.9
C 4.350 2.975 5.225 -1.1 -1.3 2.3
C 5.527 2.077 4.797 -0.3 1.6 -1.3
N 6.068 1.266 5.858 -1.6 1.6 1.9
O 7.159 0.490 5.553 0.5 -0.3 -0.1
C 4.949 1.361 3.577 0.7 -1.9 -0.1
C 6.648 3.031 4.314 0.1 1.3 0.7
C 4.558 -0.580 6.445 0.3 -0.5 0.2
H 6.449 1.380 8.759 -0.4 0.6 -0.6
H 6.764 -0.198 8.283 -0.1 -0.3 -0.7
H 5.217 0.152 8.957 0.0 0.1 0.2
H 3.185 0.959 7.710 0.4 0.0 0.8
H 4.316 2.355 8.040 -0.5 0.3 0.0
H 2.459 2.903 6.349 0.0 0.0 0.0
H 2.832 1.367 5.551 -0.2 0.2 -0.3
H 4.649 3.700 5.984 0.4 0.7 -0.7
H 3.858 3.354 4.332 0.3 0.6 0.1
H 5.685 0.603 3.295 0.1 0.1 -0.6
H 4.063 0.756 3.778 -0.2 0.2 0.3
H 4.708 1.996 2.726 0.3 0.2 0.1
H 7.652 2.615 4.249 -0.3 -0.5 -0.8
H 6.327 3.693 3.507 0.1 -0.9 -0.9
H 6.849 3.861 5.001 -0.4 -0.4 1.0
H 4.087 -1.139 7.256 0.3 -0.1 0.2
H 5.282 -1.220 5.941 0.0 -0.2 0.3
H 3.752 -0.461 5.720 0.1 0.5 -0.1
H 6.860 -0.386 5.273 -0.2 -0.1 -0.2
C -2.509 -1.648 1.437 0.1 -1.4 1.0
C -1.537 -1.183 0.373 0.4 0.8 -0.2
C -2.116 0.195 0.002 0.2 1.1 -0.9
C -1.163 1.079 -0.797 0.4 -0.8 -0.7
C 0.142 1.287 -0.057 0.7 -1.0 -0.4
C 0.850 -0.069 0.390 0.4 0.5 -0.2
N -0.209 -0.902 0.992 -1.0 0.4 0.2
O 0.281 -2.033 1.689 0.1 0.0 -0.4
C 1.644 -0.785 -0.705 -0.9 -0.7 -1.0
C 1.921 0.228 1.435 -1.4 0.4 1.6
C -1.534 -2.161 -0.846 0.1 0.5 0.8
H -2.306 -2.593 1.949 0.7 -0.3 -0.4
H -3.480 -1.870 0.991 -0.2 0.7 0.0
H -2.522 -0.969 2.290 -0.5 0.4 -0.4
H -3.046 0.063 -0.554 -0.1 -0.1 0.0
H -2.343 0.823 0.867 -0.2 -0.6 0.5
H -1.536 2.065 -1.079 -0.5 -0.1 0.3
H -0.970 0.600 -1.761 0.2 -0.1 -0.1
H -0.056 1.960 0.780 0.2 -0.3 0.4
H 0.792 1.835 -0.742 0.4 -0.1 0.1
H 1.664 -1.861 -0.521 -0.3 -0.1 0.2
H 1.119 -0.656 -1.654 0.4 0.0 -0.3
H 2.705 -0.551 -0.789 -0.2 0.7 -0.1
H 1.397 0.735 2.251 0.2 0.4 0.2
H 2.258 -0.688 1.921 0.4 -0.1 -0.5
H 2.735 0.862 1.089 0.0 -0.2 -0.2
H -1.274 -3.166 -0.513 0.3 0.0 0.0
H -0.838 -1.807 -1.606 0.0 -0.2 -0.1
H -2.528 -2.241 -1.288 -0.1 0.2 0.0
H 0.158 -1.706 2.588 0.2 -0.4 0.7